Here is a 2-piece molecular cluster, C11H12F8NO7S overall from the OMol25 dataset. Energies are from the ωB97M-V functional and the def2-TZVPD basis.

```
40
Properties=species:S:1:pos:R:3:forces:R:3:lowdin_charge:R:1
C -0.26832 0.09316 4.12333 0.0 1.2 0.6 -0.0625
C -0.07502 0.91110 2.71692 -0.4 0.3 0.6 -0.2324
F 0.92396 1.98100 2.93450 -2.0 -2.4 -0.5 -0.0861
C 0.23248 -0.05182 1.40431 -3.2 -0.6 2.0 -0.2256
S 1.50431 0.67160 0.17449 7.9 -4.4 -0.5 0.9453
O 1.89685 -0.40920 -0.90735 -3.0 4.2 3.3 -0.3099
O 2.87123 1.01610 0.88574 -5.8 -0.4 -1.8 -0.3454
C 0.93172 2.29007 -0.60528 -1.6 4.0 1.2 -0.2311
F 1.33204 3.36873 0.37467 -1.4 -3.4 -3.1 -0.0084
F -0.53586 2.41618 -0.75670 4.6 -0.6 0.3 0.0231
C 1.71338 2.64684 -2.00087 1.5 2.7 0.2 -0.0914
F 3.20112 2.67858 -1.74056 -5.2 -0.4 -0.9 0.0304
F 1.34348 4.06945 -2.33549 1.1 -4.7 1.2 0.0242
C 1.32737 1.70782 -3.28415 -0.5 -0.4 -3.5 -0.1411
F 0.87100 2.65230 -4.37160 1.6 -3.4 3.6 0.0250
F 0.20501 0.76726 -3.07120 4.5 3.4 -0.5 0.0760
F 2.56397 1.06443 -3.78648 -4.6 1.9 1.8 0.0544
C 0.49028 -1.67663 1.68359 0.8 -1.0 -1.3 -0.2434
C 2.02549 -2.23968 1.73763 -0.1 -0.9 1.0 -0.0468
O -0.12770 -2.32436 0.47883 -1.7 2.3 -1.6 -0.0781
C -1.08404 -1.44749 -0.27484 -0.3 -0.8 -4.4 -0.1731
O -1.52822 -1.64304 -1.51884 3.2 1.1 9.4 0.0683
C -1.32240 -0.25079 0.81909 -1.2 -0.6 -1.4 -0.2045
N -2.30339 -0.93020 1.79692 0.9 0.8 0.0 0.0264
H -0.93963 -0.86533 4.05618 1.6 1.9 -0.2 0.0808
H -0.83787 0.83574 4.86328 1.3 -1.5 -1.6 0.1021
H 0.78707 -0.09050 4.60385 -2.1 0.1 -1.1 0.1045
H -1.10366 1.45563 2.47563 2.4 -0.8 0.5 0.1513
H -0.11131 -2.19710 2.54121 1.1 2.1 -1.3 0.1499
H 2.86097 -1.42449 1.80637 -1.7 -1.5 -0.5 0.0843
H 2.16891 -3.01080 0.85401 -0.2 2.0 1.7 0.1144
H 2.11352 -2.88943 2.73387 -0.2 1.4 -2.1 0.0921
H -1.93143 0.70611 0.53450 2.1 -1.6 -0.4 0.1618
H -3.00185 -1.46854 1.23762 0.7 0.9 0.7 0.1087
H -2.75420 -0.19266 2.39171 0.3 -1.1 -1.1 0.0888
C -2.95447 -1.71955 -4.78914 -2.1 -0.5 -2.2 -0.9115
O -3.35404 -0.61582 -4.34612 -1.1 1.0 -0.2 -0.1013
O -1.85846 -2.11189 -4.15530 2.1 -0.4 1.2 0.0156
O -3.40620 -2.46503 -5.68694 0.0 0.5 0.4 -0.0806
H -1.86611 -1.30776 -3.59739 0.9 -0.6 0.4 0.0460
```
Forces are in eV/Å.

Properties
HOMO-LUMO gap: 0.167 Ha
HOMO level: -3.670 eV
Charge: -1

=====

Here is C11H12InN2P as an isolated structure from the OMol25 dataset. Energies are from the ωB97M-V functional and the def2-TZVPD basis.

```
27
Properties=species:S:1:pos:R:3:forces:R:3:lowdin_charge:R:1
C -3.12899 0.77626 -1.25143 -1.9 0.0 -1.6 -0.2160
C -2.17263 1.70365 -1.77473 -0.5 -0.5 -0.5 -0.1576
C -1.22806 0.92954 -2.52087 -0.3 0.1 -1.9 -0.1825
C -1.68970 -0.45018 -2.58532 0.2 0.7 -0.8 -0.1590
C -2.86132 -0.54457 -1.80313 -1.1 0.9 -0.2 -0.1739
In -1.15011 0.14213 -0.43184 2.6 0.0 0.5 0.5815
P -1.60427 -0.25332 1.69686 -1.1 -0.7 4.8 0.6210
H -3.98895 1.03354 -0.62915 0.4 -0.1 -0.2 0.1203
H -2.14479 2.77959 -1.60311 0.1 -0.5 0.1 0.1249
H -0.36020 1.32612 -3.05231 -0.4 -0.2 0.2 0.1221
H -3.45907 -1.44101 -1.63255 0.3 0.4 0.0 0.1227
H -1.20804 -1.25946 -3.13566 -0.1 0.4 0.3 0.1231
H -2.33487 -1.41639 2.10315 -0.4 -0.1 0.4 -0.1130
H -2.38585 0.66100 2.47427 -0.3 -0.2 0.0 -0.1002
H -0.54163 -0.39420 2.63855 -0.2 0.1 -0.8 -0.0406
N 5.66230 -0.62300 2.20253 1.1 -0.1 0.4 0.1173
C 4.59926 -0.50360 1.79144 -1.7 0.3 -0.6 -0.2252
C 3.26256 -0.35347 1.27454 2.6 -0.6 1.0 -0.2741
C 2.44288 -1.47888 1.23162 -1.8 -0.7 -0.4 -0.0440
C 1.17147 -1.35044 0.70852 2.2 -0.6 0.9 -0.2100
N 0.75687 -0.13760 0.25482 -0.3 0.2 -1.3 -0.2411
C 1.55560 0.96406 0.27030 2.7 0.1 0.8 -0.1669
C 2.83571 0.87511 0.78627 -1.7 1.2 -0.9 -0.0440
H 2.78414 -2.43930 1.59981 0.0 0.1 0.0 0.1154
H 0.51077 -2.20785 0.67937 -0.1 0.2 -0.2 0.0917
H 1.19632 1.91689 -0.09924 -0.3 -0.2 -0.1 0.0935
H 3.48061 1.74538 0.80730 -0.1 -0.1 0.0 0.1145
```
Forces are in eV/Å.

Properties
HOMO-LUMO gap (spin up / spin down): 0.185 / 0.169 Ha
HOMO level (spin up / spin down): -5.228 / -4.796 eV
Charge: 0

=====

Respective ΔE to the lowest compared entry with this formula, charge and spin values: 8.848, 4.315 eV.